Entry 1:
Computed, not measured: 2 unconnected molecules or ions with the total composition C21H20N3O9S, with ωB97M-V with the def2-TZVPD basis set.

Computed properties:
Energy above the lowest of the compared OMol25 structures with the same formula, charge and spin ... 26.58 kJ/mol
Net charge ... -1
Frontier orbital gap ... 0.185 Eh
E_tot ... -55829.553 eV
Highest occupied orbital energy ... -3.77 eV

Structure (XYZ):
```
54
Properties=species:S:1:pos:R:3:mulliken_charge:R:1
C 1.561 2.499 -2.121 -1.189
C 1.880 1.555 -0.990 -0.250
O 1.113 1.943 0.165 -0.196
C 1.070 0.962 1.127 -0.290
C 0.034 1.331 2.093 0.363
C -0.659 0.265 2.756 0.518
C -2.179 0.311 2.700 -1.005
O -0.077 -0.650 3.353 -0.718
O 1.768 -0.038 1.076 -0.667
H 2.327 2.411 -2.893 0.368
H 0.603 2.221 -2.572 0.286
H 1.499 3.535 -1.778 0.297
H 1.620 0.528 -1.279 0.323
H 2.937 1.601 -0.705 0.259
H -0.478 2.277 1.914 0.573
H -2.547 1.043 1.973 0.300
H -2.578 -0.674 2.426 0.424
H -2.579 0.563 3.687 -0.131
C -4.869 2.360 7.488 -1.515
C -3.765 3.032 6.729 0.864
C -3.296 4.285 7.135 -0.719
C -2.263 4.920 6.448 -0.397
C -1.676 4.265 5.356 0.111
S -0.292 4.985 4.507 1.334
O -0.460 4.938 3.083 -0.707
O 0.149 6.164 5.197 -0.656
N 0.919 3.745 4.723 0.221
C 1.504 3.462 5.974 0.278
C 1.204 3.939 7.238 -0.126
C 1.975 3.460 8.310 -0.532
N 1.535 3.685 9.650 0.943
O 2.226 3.215 10.584 -0.629
O 0.470 4.313 9.846 -0.610
C 3.088 2.604 8.088 -0.571
C 3.350 2.107 6.809 -0.336
C 2.558 2.538 5.742 -0.104
C 2.558 2.291 4.306 -0.403
N 3.584 1.650 3.593 1.064
O 4.438 0.980 4.220 -0.677
O 3.608 1.792 2.348 -0.577
C 1.503 2.993 3.739 -0.860
C -2.175 3.044 4.901 0.259
C -3.200 2.417 5.605 -0.715
H -5.059 1.363 7.082 0.335
H -4.611 2.262 8.549 0.336
H -5.798 2.941 7.427 0.326
H -3.741 4.771 8.005 0.370
H -1.893 5.898 6.754 0.466
H 0.391 4.630 7.423 0.473
H 3.707 2.330 8.937 0.461
H 4.152 1.396 6.626 0.524
H 1.290 3.095 2.685 1.322
H -1.763 2.594 4.000 -0.039
H -3.576 1.443 5.278 0.219
```



Entry 2:
Computed, not measured: C21H20N4O in the gas phase, with ωB97M-V with the def2-TZVPD basis set.

Computed properties:
Energy above the lowest of the compared OMol25 structures with the same formula, charge and spin ... 49.82 kJ/mol
Net charge ... 0
Frontier orbital gap ... 0.283 Eh
E_tot ... -30108.843 eV
Structure (SMILES) ... C=Cc1c[nH]c(=O)c2c1cc(CCCN)c1ccc(-c3cn[nH]c3)cc12
Highest occupied orbital energy ... -7.77 eV

Structure (XYZ):
```
46
Properties=species:S:1:pos:R:3:mulliken_charge:R:1
C 5.069 -1.721 -2.009 -1.089
C 3.937 -0.930 -1.946 -0.103
C 2.591 -1.461 -1.928 0.824
C 2.364 -2.773 -2.304 -0.658
N 1.120 -3.377 -2.174 -0.035
C 0.033 -2.631 -1.698 0.076
O -1.044 -3.181 -1.967 -0.727
C 0.181 -1.229 -1.209 0.256
C 1.466 -0.659 -1.361 0.738
C 1.621 0.703 -1.002 -1.124
C 0.608 1.482 -0.373 0.419
C 0.904 2.945 -0.086 -1.315
C 1.203 3.277 1.352 -0.376
C 2.420 2.539 1.883 -0.511
N 2.716 2.931 3.261 -0.663
C -0.612 0.834 -0.065 0.863
C -1.673 1.512 0.572 -0.684
C -2.894 0.880 0.858 -1.455
C -3.079 -0.457 0.471 1.474
C -4.343 -1.179 0.753 0.036
C -4.746 -2.579 0.540 -0.403
N -6.007 -2.791 0.885 -0.818
N -6.411 -1.582 1.402 0.165
C -5.428 -0.646 1.359 -0.689
C -2.075 -1.093 -0.197 -0.929
C -0.826 -0.477 -0.498 0.587
H 5.082 -2.833 -1.956 0.217
H 6.026 -1.192 -1.937 0.269
H 4.105 0.155 -1.899 0.226
H 3.180 -3.422 -2.688 0.264
H 0.911 -4.285 -2.553 0.284
H 2.578 1.173 -1.226 0.126
H 1.763 3.273 -0.719 0.418
H 0.030 3.500 -0.446 0.445
H 1.388 4.356 1.465 0.495
H 0.352 3.053 2.003 0.186
H 2.215 1.468 1.869 0.374
H 3.289 2.727 1.240 0.227
H 3.140 3.859 3.278 0.227
H 3.363 2.272 3.699 0.229
H -1.576 2.554 0.914 0.225
H -3.667 1.469 1.348 0.214
H -4.127 -3.368 0.087 0.517
H -7.341 -1.410 1.783 0.222
H -5.497 0.401 1.731 0.336
H -2.309 -2.091 -0.512 0.642
```



Entry 3:
Computed, not measured: C21H20N4O3S in the gas phase, with ωB97M-V with the def2-TZVPD basis set.

Computed properties:
Energy above the lowest of the compared OMol25 structures with the same formula, charge and spin ... 0.00 kJ/mol
Net charge ... 0
Frontier orbital gap ... 0.299 Eh
E_tot ... -45041.684 eV
Structure (SMILES) ... Cc1ccc(C)c(CSc2nc(-c3ccco3)nc3c2c(=O)n(C)c(=O)n3C)c1
Highest occupied orbital energy ... -8.42 eV

Structure (XYZ):
```
49
Properties=species:S:1:pos:R:3:mulliken_charge:R:1
C -3.356 -2.857 -1.052 -1.568
C -2.257 -2.307 -1.909 0.732
C -1.407 -3.156 -2.606 -0.860
C -0.396 -2.639 -3.393 -0.726
C -0.183 -1.271 -3.498 0.989
C 0.917 -0.749 -4.372 -1.860
C -1.016 -0.413 -2.776 0.549
C -0.811 1.071 -2.844 -0.794
S -1.244 1.951 -1.296 -0.156
C -0.194 1.121 -0.210 -0.133
N 0.633 0.200 -0.683 -0.364
C 1.375 -0.473 0.188 -0.085
C 2.237 -1.506 -0.332 0.045
C 3.049 -2.396 0.335 -0.078
C 3.641 -3.199 -0.657 -0.943
C 3.150 -2.741 -1.847 -0.287
O 2.309 -1.725 -1.659 -0.099
N 1.395 -0.297 1.511 -0.569
C 0.599 0.653 1.990 0.698
C -0.240 1.413 1.167 -0.069
C -1.110 2.424 1.713 0.744
O -1.862 3.107 1.046 -0.645
N -1.025 2.567 3.092 -0.039
C -1.882 3.576 3.691 -1.147
C -0.204 1.839 3.931 0.839
O -0.182 2.024 5.127 -0.669
N 0.601 0.883 3.334 0.039
C 1.477 0.088 4.171 -1.066
C -2.047 -0.941 -2.013 -0.424
H -2.947 -3.227 -0.111 0.283
H -4.093 -2.090 -0.825 0.374
H -3.854 -3.688 -1.548 0.402
H -1.543 -4.226 -2.536 0.418
H 0.246 -3.315 -3.940 0.378
H 1.386 -1.565 -4.917 0.393
H 0.534 -0.028 -5.093 0.418
H 1.678 -0.260 -3.766 0.343
H 0.226 1.315 -3.060 0.383
H -1.455 1.527 -3.598 0.462
H 3.185 -2.448 1.394 0.626
H 4.333 -4.003 -0.511 0.478
H 3.329 -3.053 -2.858 0.513
H -1.803 4.494 3.110 0.337
H -1.560 3.737 4.717 0.381
H -2.919 3.240 3.674 0.319
H 1.224 -0.966 4.065 0.324
H 2.510 0.233 3.858 0.321
H 1.340 0.412 5.200 0.369
H -2.700 -0.267 -1.475 0.426
```



Entry 4:
Computed, not measured: a molecular structure, C21H20N4O4S, with ωB97M-V with the def2-TZVPD basis set.

Computed properties:
Energy above the lowest of the compared OMol25 structures with the same formula, charge and spin ... 1825.97 kJ/mol
Net charge ... 0
Frontier orbital gap ... 0.300 Eh
E_tot ... -47070.783 eV
Highest occupied orbital energy ... -7.71 eV

Structure (XYZ):
```
50
Properties=species:S:1:pos:R:3:mulliken_charge:R:1
C -6.806 -0.191 0.121 -1.030
H -7.457 -0.957 -0.180 0.308
O -5.458 -0.720 -0.229 -0.384
C -4.424 -0.124 -0.030 0.985
C -3.256 -0.950 -0.383 -1.392
C -2.126 -0.225 -0.017 0.681
C -2.114 1.074 0.487 -0.206
C -3.238 1.891 0.445 -0.767
C -4.489 1.262 0.311 -0.686
H -5.303 1.743 0.594 0.538
H -3.248 3.102 0.902 0.137
C -0.853 1.975 0.409 0.845
C -0.223 2.332 1.505 -0.322
N 1.019 3.081 1.402 -0.623
C 1.242 2.658 -0.011 -0.105
N 0.158 1.953 -0.327 0.225
C 0.220 1.317 -1.753 -1.504
C 0.909 0.145 -1.875 0.764
C 0.656 -0.960 -2.342 0.254
C 1.700 -1.806 -2.181 -0.474
C 2.703 -1.012 -2.080 -0.859
O 2.166 0.326 -1.625 -0.180
H 3.799 -1.039 -1.819 0.475
H 1.738 -2.848 -2.342 0.615
H -0.449 -1.226 -2.724 0.182
H 0.705 2.262 -2.473 0.231
H -0.849 1.126 -2.080 0.343
S 2.788 3.212 -0.738 -0.145
C 3.842 2.510 0.725 -1.167
C 3.968 0.994 0.755 0.542
O 4.810 0.460 0.144 -0.570
N 2.807 0.505 1.206 -0.014
C 2.445 -0.737 1.261 0.514
N 1.116 -1.193 1.328 -0.249
O 0.995 -2.477 1.205 -0.218
C 2.287 -2.739 1.030 0.281
C 3.208 -1.943 0.836 -0.354
H 4.236 -1.990 1.139 0.479
C 2.333 -4.363 0.818 -1.641
H 3.238 -4.535 0.569 0.566
H 2.217 -5.002 1.897 0.281
H 1.488 -4.667 0.300 0.400
H 2.038 1.136 1.703 0.219
H 3.541 2.876 1.564 0.673
H 4.791 2.979 0.230 0.376
H -0.536 2.571 2.571 0.406
H -1.067 -0.790 -0.162 0.265
H -3.199 -1.956 -0.486 0.517
H -6.926 0.223 0.974 0.477
H -7.143 0.734 -0.576 0.312
```



no.,maximum force (eV/Å)
1,2.646
2,3.313
3,1.342
4,16.247